This record from OMol25 describes a 10-piece molecular cluster, C46H39BN9O20 overall. The level of theory is ωB97M-V/def2-TZVPD.

Each line ends with the Löwdin charge.
Cartesian coordinates (Å):
1 O -1.64895 -3.85415 2.94681  0.177
2 C -1.25810 -3.63274 1.86994  -0.415
3 O -1.59708 -2.59760 1.10188  0.204
4 B -0.82281 -2.65441 -0.17261  -0.881
5 O -0.02583 -3.86880 -0.07844  0.215
6 C -0.27828 -4.50185 1.07040  -0.424
7 O 0.18450 -5.50170 1.39942  0.208
8 O 0.01075 -1.44757 -0.33480  0.216
9 C -0.29849 -0.81741 -1.42643  -0.381
10 O 0.33928 0.10758 -1.84354  0.130
11 C -1.43097 -1.61261 -2.12414  -0.429
12 O -1.69465 -2.62463 -1.37329  0.257
13 O -1.92099 -1.37502 -3.16291  0.151
14 C -4.60609 -2.56171 -4.54850  -0.066
15 C -5.34106 -2.09565 -3.38117  -0.276
16 N -5.90222 -1.70521 -2.45117  0.141
17 H -5.22674 -2.35168 -5.41638  0.079
18 H -4.37018 -3.61612 -4.46075  0.085
19 H -3.66819 -2.01059 -4.60147  0.058
20 C -0.34297 -6.27674 5.48851  -0.074
21 C -0.00435 -7.26767 4.47293  -0.281
22 N 0.27632 -8.05611 3.68193  0.139
23 H -0.56504 -5.32415 5.01148  0.065
24 H 0.53575 -6.14491 6.11862  0.064
25 H -1.14150 -6.62925 6.13343  0.080
26 C 2.15435 -4.22121 -2.57980  -0.059
27 C 2.38498 -5.46738 -1.87309  -0.293
28 N 2.55097 -6.43295 -1.30247  0.155
29 H 1.31648 -3.69674 -2.14288  0.061
30 H 2.01893 -4.46159 -3.63928  0.083
31 H 3.04199 -3.58796 -2.59594  0.080
32 C -0.97668 0.32754 2.89913  -0.063
33 C -2.31044 -0.03722 3.02518  -0.048
34 C -3.16152 0.50018 3.97973  0.019
35 C -2.57958 1.38607 4.88052  -0.159
36 C -1.25882 1.75199 4.79747  -0.006
37 C -0.46982 1.30455 3.75037  -0.051
38 N -3.39691 1.94687 5.95316  -0.382
39 O -4.57040 2.01156 5.76003  0.095
40 O -2.85059 2.28777 6.97555  0.075
41 H -0.41687 -0.00765 2.03163  0.101
42 H -2.73058 -0.65235 2.23323  0.108
43 H -4.18580 0.21441 4.15986  0.122
44 H -0.81044 2.41946 5.52382  0.122
45 H 0.53819 1.67520 3.62300  0.088
46 C 4.86891 -0.47546 -0.68756  -0.066
47 C 5.97388 0.21624 -1.17261  -0.062
48 C 5.79879 1.30745 -2.00895  -0.014
49 C 4.51252 1.75411 -2.25374  -0.144
50 C 3.40680 1.02334 -1.83735  0.007
51 C 3.59242 -0.14432 -1.10892  -0.066
52 N 4.35133 2.90531 -3.13562  -0.356
53 O 5.23333 3.75169 -3.14309  0.063
54 O 3.34389 2.96375 -3.79046  0.081
55 H 5.00051 -1.32351 -0.02423  0.099
56 H 6.98029 -0.12261 -0.96011  0.105
57 H 6.61499 1.76605 -2.54962  0.117
58 H 2.37916 1.28379 -2.06230  0.090
59 H 2.74845 -0.73942 -0.78494  0.095
60 C 0.33051 4.01974 0.74819  -0.061
61 C 1.01129 4.66507 1.77323  -0.048
62 C 1.93292 3.92116 2.50066  -0.018
63 C 2.28759 2.64900 2.09177  -0.181
64 C 1.73792 2.06097 0.97011  0.006
65 C 0.74488 2.77682 0.31622  -0.048
66 N 3.36803 1.95527 2.79580  -0.365
67 O 3.52786 2.20707 3.95924  0.083
68 O 4.02275 1.15663 2.16393  0.087
69 H -0.44190 4.52925 0.18798  0.090
70 H 0.84640 5.69063 2.07084  0.107
71 H 2.47848 4.37356 3.32060  0.120
72 H 2.05198 1.09097 0.62620  0.099
73 H 0.15962 2.24862 -0.43091  0.094
74 C -1.41892 4.83508 -7.11283  -0.077
75 C -1.02725 5.83415 -6.23610  -0.070
76 C -0.53484 5.49498 -4.99439  0.001
77 C -0.39398 4.16890 -4.67686  -0.152
78 C -0.85044 3.17827 -5.51858  -0.001
79 C -1.39931 3.49968 -6.73472  -0.060
80 N 0.24043 3.80359 -3.43366  -0.364
81 O 0.55931 2.65304 -3.27901  0.062
82 O 0.42269 4.63470 -2.61349  0.093
83 H -1.67865 5.12268 -8.12616  0.106
84 H -1.07356 6.85608 -6.58313  0.107
85 H -0.17640 6.29172 -4.35751  0.124
86 H -0.77674 2.14272 -5.20375  0.127
87 H -1.76086 2.76317 -7.43586  0.109
88 C 1.53386 -3.29069 4.74027  -0.068
89 C 1.42063 -2.38940 3.69246  -0.053
90 C 2.05783 -2.63011 2.48937  0.007
91 C 2.75276 -3.80747 2.32489  -0.143
92 C 2.88877 -4.69665 3.36949  0.015
93 C 2.21939 -4.46850 4.55792  -0.077
94 N 3.47886 -4.05949 1.08440  -0.357
95 O 4.07161 -5.06841 0.98464  0.112
96 O 3.38233 -3.23623 0.21023  0.061
97 H 0.90798 -3.06972 5.59921  0.115
98 H 0.81032 -1.50744 3.82817  0.095
99 H 1.81141 -1.87917 1.74591  0.120
100 H 3.45520 -5.60146 3.20205  0.127
101 H 2.26074 -5.22375 5.32579  0.094
102 C -2.60180 2.13747 -2.28729  -0.050
103 C -2.55788 3.21842 -1.41322  -0.062
104 C -3.53372 3.37626 -0.45349  -0.001
105 C -4.57707 2.47205 -0.38748  -0.163
106 C -4.64156 1.43283 -1.27763  -0.002
107 C -3.68321 1.27750 -2.25688  -0.051
108 N -5.66294 2.70274 0.55038  -0.330
109 O -6.54261 1.84265 0.60823  0.071
110 O -5.63514 3.74674 1.20719  0.059
111 H -1.73371 1.93059 -2.90167  0.086
112 H -1.66922 3.83224 -1.36470  0.073
113 H -3.51366 4.18817 0.26527  0.119
114 H -5.40426 0.67451 -1.12636  0.105
115 H -3.77955 0.46657 -2.96440  0.091

Properties
* gap between HOMO and LUMO: 8.944 eV
* multiplicity: 1
* maximum force: 4.2 eV/Å
* lowest unoccupied orbital energy: 1.061 eV
* relative energy (zero: lowest compared OMol25 entry of this formula, charge and spin): 16.4 kJ/mol
* total charge: -1

***

This record from OMol25 describes a 8-piece molecular cluster, C46H39BO16PS overall. The level of theory is ωB97M-V/def2-TZVPD.

Each line ends with the Löwdin charge.
Cartesian coordinates (Å):
1 C 3.13391 0.71998 -0.53299  -0.166
2 C 2.75009 1.12886 -2.09675  -0.183
3 B 1.41523 2.12930 -1.97511  -0.586
4 O 1.38126 3.42889 -2.73103  -0.065
5 C 0.18957 1.62294 -0.96822  -0.749
6 S -0.24865 3.13082 0.05191  0.475
7 P -1.21950 1.06831 -2.12948  0.770
8 C -1.20860 -0.87915 -2.06591  -0.355
9 O -2.80076 1.49174 -1.53889  -0.445
10 H 2.58974 -0.31898 -0.31850  0.066
11 H 2.78294 1.56809 0.20896  0.076
12 H 4.30183 0.65314 -0.46966  0.065
13 H 2.44908 0.16253 -2.69197  0.075
14 H 3.67081 1.66806 -2.62089  0.093
15 H 1.72247 4.16456 -2.13702  0.088
16 H -0.71932 2.58677 1.28413  -0.161
17 H -2.02888 -1.34544 -2.79240  0.034
18 H -1.38732 -1.17793 -0.93584  0.028
19 H -0.11316 -1.24005 -2.32457  0.020
20 H -2.77864 1.91714 -0.63241  0.001
21 C -5.75808 0.80885 -0.69338  0.029
22 C -7.06083 0.94169 -0.96082  0.012
23 C -7.99981 1.47112 0.04776  -0.400
24 O -9.19268 1.59117 -0.19548  0.078
25 C -7.44345 1.84937 1.36199  -0.011
26 C -6.14070 1.71653 1.62942  0.016
27 C -5.20172 1.18710 0.62084  -0.367
28 O -4.00885 1.06705 0.86408  0.087
29 H -5.05595 0.42155 -1.42158  0.113
30 H -7.48419 0.66939 -1.92021  0.118
31 H -8.14558 2.23667 2.09018  0.114
32 H -5.71734 1.98883 2.58881  0.124
33 C 3.72956 -2.86273 2.89052  0.000
34 C 3.72264 -2.95352 4.22395  -0.004
35 C 2.90027 -2.04697 5.04924  -0.379
36 O 2.89486 -2.12804 6.26986  0.090
37 C 2.08509 -1.03788 4.34425  0.021
38 C 2.09201 -0.94710 3.01082  0.043
39 C 2.91437 -1.85364 2.18553  -0.364
40 O 2.91978 -1.77257 0.96491  0.073
41 H 4.32755 -3.51933 2.27041  0.127
42 H 4.31448 -3.68877 4.75587  0.102
43 H 1.48709 -0.38129 4.96436  0.121
44 H 1.50016 -0.21184 2.47890  0.131
45 C -7.26018 6.93605 1.52418  0.012
46 C -7.13734 7.96171 0.67609  0.016
47 C -6.85991 7.74172 -0.75703  -0.382
48 O -6.74534 8.67997 -1.53361  0.097
49 C -6.72518 6.34516 -1.21668  0.031
50 C -6.84802 5.31950 -0.36859  0.040
51 C -7.12545 5.53949 1.06453  -0.356
52 O -7.24002 4.60124 1.84111  0.094
53 H -7.46288 7.07995 2.57843  0.112
54 H -7.23419 8.99179 0.99762  0.124
55 H -6.52248 6.20126 -2.27094  0.126
56 H -6.75117 4.28942 -0.69012  0.120
57 C 0.75409 -6.32945 2.98648  0.034
58 C 1.86409 -5.71863 3.41207  0.036
59 C 2.59878 -6.20328 4.59721  -0.356
60 O 3.61372 -5.64362 4.98863  0.084
61 C 2.06055 -7.38934 5.29245  0.025
62 C 0.95055 -8.00016 4.86686  0.021
63 C 0.21586 -7.51552 3.68172  -0.383
64 O -0.79907 -8.07517 3.29030  0.100
65 H 0.20281 -5.98646 2.11947  0.127
66 H 2.27197 -4.84803 2.91255  0.099
67 H 2.61183 -7.73233 6.15945  0.122
68 H 0.54267 -8.87076 5.36637  0.121
69 C 4.53557 -1.96231 -6.30627  0.017
70 C 3.54138 -1.10497 -6.05548  0.032
71 C 2.43921 -1.45702 -5.13870  -0.380
72 O 1.52780 -0.67370 -4.91013  0.108
73 C 2.47907 -2.79178 -4.50892  0.034
74 C 3.47326 -3.64912 -4.75971  0.018
75 C 4.57543 -3.29707 -5.67649  -0.380
76 O 5.48684 -4.08039 -5.90506  0.070
77 H 5.35119 -1.72017 -6.97664  0.119
78 H 3.49822 -0.12197 -6.50899  0.126
79 H 1.66345 -3.03392 -3.83856  0.123
80 H 3.51642 -4.63211 -4.30620  0.119
81 C 9.42956 -8.31447 -6.04446  0.016
82 C 9.42264 -8.40525 -4.71103  0.016
83 C 8.60027 -7.49871 -3.88574  -0.387
84 O 8.59486 -7.57978 -2.66512  0.094
85 C 7.78509 -6.48962 -4.59073  0.027
86 C 7.79201 -6.39883 -5.92416  0.025
87 C 8.61437 -7.30538 -6.74945  -0.383
88 O 8.61978 -7.22431 -7.97007  0.096
89 H 10.02755 -8.97106 -6.66457  0.119
90 H 10.01448 -9.14050 -4.17911  0.119
91 H 7.18709 -5.83302 -3.97062  0.121
92 H 7.20016 -5.66358 -6.45608  0.101
93 C -3.14999 8.22552 3.73733  0.034
94 C -4.45274 8.35836 3.46989  0.027
95 C -5.39173 8.88779 4.47847  -0.379
96 O -6.58459 9.00784 4.23523  0.086
97 C -4.83536 9.26604 5.79270  0.019
98 C -3.53261 9.13321 6.06013  0.021
99 C -2.59363 8.60377 5.05155  -0.381
100 O -1.40076 8.48373 5.29479  0.106
101 H -2.44786 7.83823 3.00914  0.129
102 H -4.87610 8.08606 2.51050  0.105
103 H -5.53750 9.65334 6.52089  0.120
104 H -3.10926 9.40550 7.01953  0.122

Properties
* gap between HOMO and LUMO: 1.865 eV
* multiplicity: 1
* maximum force: 3.3 eV/Å
* lowest unoccupied orbital energy: -0.488 eV
* total charge: -1

***

Look up the lowest unoccupied orbital energy of the second one. -0.488 eV